(1)
Here is a molecular structure, C20H37AgF6NO6 at a distorted geometry from the Open Molecules 2025 dataset. Energies are from the ωB97M-V functional and the def2-TZVPD basis.

Calculated values
* charge: -1
* E_LUMO: -1.415 eV
* energy relative to the best compared isomer or geometry (same formula, charge and spin): 168.1 kcal/mol
* 2S+1: 1
* HOMO-LUMO gap: 2.44 eV

Geometry as XYZ:
```
71
C20H37AgF6NO6 the ωB97M-V functional and the def2-TZVPD basis
Ag -0.92 -0.49 0.64
C 2.50 -3.45 -4.70
O 2.14 -3.88 -6.00
O 1.33 -2.76 -4.34
C 2.95 -4.79 -3.85
F 2.17 -5.85 -4.18
F 4.21 -5.22 -3.97
F 2.87 -4.59 -2.52
C 3.14 -3.94 -7.04
C 2.42 -4.59 -8.31
H 2.97 -4.68 -9.25
H 2.19 -5.63 -8.08
H 1.47 -4.06 -8.42
H 4.04 -4.50 -6.78
H 3.41 -2.89 -7.20
H 3.34 -2.76 -4.76
C -6.35 -0.05 0.27
O -5.51 0.06 1.46
O -5.38 -0.39 -0.73
C -7.61 -0.95 0.45
F -7.25 -2.20 0.74
F -8.49 -0.67 1.40
F -8.32 -0.86 -0.70
C -6.16 0.29 2.77
C -5.16 0.41 3.91
H -4.80 1.43 3.84
H -5.66 0.48 4.88
H -4.36 -0.32 4.04
H -6.60 -0.67 3.03
H -6.99 0.98 2.82
H -6.73 0.96 0.16
C 1.89 6.35 1.48
C 1.55 5.21 0.61
C 2.31 5.47 -0.77
C 3.82 5.14 -0.79
C 3.97 3.72 -0.33
C 3.44 3.41 1.09
N 1.99 3.82 1.14
O 1.40 3.42 2.35
C 3.43 1.86 1.39
C 4.32 4.13 2.17
C 0.05 5.16 0.42
H 1.92 5.99 2.51
H 1.16 7.15 1.37
H 2.90 6.71 1.27
H 1.82 5.02 -1.64
H 2.16 6.53 -0.98
H 4.40 5.82 -0.17
H 4.31 5.20 -1.77
H 4.96 3.30 -0.51
H 3.27 3.16 -0.95
H 3.07 1.60 2.38
H 2.82 1.39 0.62
H 4.40 1.40 1.15
H 4.22 5.19 1.95
H 4.15 3.95 3.23
H 5.38 3.85 2.12
H -0.15 4.38 -0.32
H -0.33 6.07 -0.06
H -0.51 4.86 1.30
H 1.87 3.94 3.00
C -2.92 -7.77 3.01
C -2.39 -6.36 3.31
O -1.97 -5.66 2.37
C -2.15 -5.91 4.74
H -2.41 -8.13 2.12
H -3.98 -7.77 2.74
H -2.83 -8.57 3.75
H -3.06 -5.52 5.20
H -1.38 -5.15 4.65
H -1.77 -6.78 5.29
```


(2)
Here is 2 unconnected molecules or ions with the total composition C4H8N2S at a distorted geometry from the Open Molecules 2025 dataset. Energies are from the ωB97M-V functional and the def2-TZVPD basis.

Calculated values
* E_LUMO: 0.786 eV
* energy relative to the best compared isomer or geometry (same formula, charge and spin): 32.4 kcal/mol
* 2S+1: 1
* HOMO-LUMO gap: 8.53 eV
* SMILES: CC(N)=S.CC#N

Geometry as XYZ:
```
15
C4H8N2S the ωB97M-V functional and the def2-TZVPD basis
C 2.32 0.65 -1.35
C 1.21 0.03 -0.66
N 0.95 -1.24 -0.84
S 0.32 0.91 0.36
H 3.18 0.02 -1.11
H 2.16 0.68 -2.34
H 2.52 1.64 -0.89
H 0.06 -1.60 -0.63
H 1.45 -1.76 -1.58
C -2.86 0.89 -1.02
C -2.29 -0.35 -0.62
N -1.73 -1.28 -0.30
H -3.96 0.91 -1.00
H -2.46 1.07 -2.12
H -2.47 1.70 -0.47
```


(3)
Here is C6H12N2O4 in the gas phase at a distorted geometry from the Open Molecules 2025 dataset. Energies are from the ωB97M-V functional and the def2-TZVPD basis.

Calculated values
* E_LUMO: 0.161 eV
* energy relative to the best compared isomer or geometry (same formula, charge and spin): 33.5 kcal/mol
* 2S+1: 1
* HOMO-LUMO gap: 9.68 eV
* SMILES: C[C@@H](O)[C@H](N)C(=O)NCC(=O)O

Geometry as XYZ:
```
24
C6H12N2O4 the ωB97M-V functional and the def2-TZVPD basis
C -0.60 0.17 -3.08
C -1.37 -0.03 -1.80
O -2.01 -1.23 -1.90
C -0.54 0.17 -0.56
N 0.04 1.50 -0.48
C 0.64 -0.80 -0.24
O 1.23 -1.49 -1.07
N 1.02 -0.83 1.03
C 0.56 0.02 2.11
C 1.47 -0.48 3.29
O 2.38 -1.30 3.20
O 1.35 0.23 4.41
H -1.30 0.13 -3.90
H 0.30 -0.52 -3.12
H -0.14 1.24 -3.12
H -2.11 0.78 -1.76
H -2.42 -1.55 -1.02
H -1.16 -0.03 0.34
H 0.71 1.55 -1.16
H -0.74 2.10 -0.79
H 1.83 -1.44 1.22
H 0.73 1.10 1.71
H -0.47 -0.15 2.33
H 0.59 0.86 4.37
```


(4)
Here is 4 unconnected molecules or ions with the total composition C2H12N2O4 at a distorted geometry from the Open Molecules 2025 dataset. Energies are from the ωB97M-V functional and the def2-TZVPD basis.

Calculated values
* <S²>: 0.76
* charge: +1
* E_LUMO (alpha / beta): -3.535 / -9.153 eV
* energy relative to the best compared isomer or geometry (same formula, charge and spin): 0.2 kcal/mol
* 2S+1: 2
* HOMO-LUMO gap (alpha / beta): 11.41 / 5.65 eV

Geometry as XYZ:
```
20
C2H12N2O4 the ωB97M-V functional and the def2-TZVPD basis
C -1.50 0.77 2.05
N -0.88 -0.43 1.55
C 0.43 -0.62 1.37
N 0.85 -1.82 0.85
O 1.22 0.36 1.46
H -1.68 0.83 3.12
H -2.45 0.90 1.50
H -0.90 1.67 1.85
H -1.51 -1.22 1.58
H 0.18 -2.39 0.37
H 1.71 -1.78 0.32
H 2.93 -0.12 -0.10
H 1.99 1.06 -0.38
O 2.93 0.79 -0.42
H 1.46 0.57 -2.92
H 0.18 1.07 -2.42
O 0.90 0.47 -2.16
H -2.66 0.15 -2.32
H -1.34 -0.50 -2.49
O -1.86 0.24 -2.82
```


(5)
Here is 2 unconnected molecules or ions with the total composition C3H9O2 at a distorted geometry from the Open Molecules 2025 dataset. Energies are from the ωB97M-V functional and the def2-TZVPD basis.

Calculated values
* charge: -1
* E_LUMO: 3.588 eV
* energy relative to the best compared isomer or geometry (same formula, charge and spin): 51.6 kcal/mol
* 2S+1: 1
* HOMO-LUMO gap: 5.36 eV

Geometry as XYZ:
```
14
C3H9O2 the ωB97M-V functional and the def2-TZVPD basis
C 2.90 1.23 -0.80
O 2.05 0.27 -1.35
H 2.20 2.06 -0.57
H 3.58 1.65 -1.68
H 3.66 1.00 0.02
C -1.16 -1.06 0.89
O -1.97 -1.02 2.01
C -1.90 -0.45 -0.38
H -0.80 -2.10 0.69
H -0.21 -0.51 1.09
H -2.29 -0.18 2.04
H -2.44 -1.29 -0.90
H -1.16 -0.06 -0.99
H -2.47 0.47 -0.06
```


(6)
Here is C17H14N2O3S in the gas phase at a distorted geometry from the Open Molecules 2025 dataset. Energies are from the ωB97M-V functional and the def2-TZVPD basis.

Calculated values
* E_LUMO: 0.056 eV
* energy relative to the best compared isomer or geometry (same formula, charge and spin): 77.8 kcal/mol
* 2S+1: 1
* HOMO-LUMO gap: 8.04 eV
* SMILES: Cc1ccc([C@@H]2CC(c3cccs3)=NN2C(=O)c2ccco2)o1

Geometry as XYZ:
```
37
C17H14N2O3S the ωB97M-V functional and the def2-TZVPD basis
C -2.06 -3.23 2.38
C -2.26 -2.59 1.05
C -3.33 -2.54 0.21
C -2.92 -1.79 -0.92
C -1.63 -1.44 -0.69
C -0.67 -0.63 -1.49
C 0.76 -1.19 -1.49
C 1.51 -0.12 -0.73
C 2.89 -0.19 -0.39
C 3.78 -1.20 -0.68
C 5.07 -0.95 -0.19
C 5.16 0.25 0.45
S 3.66 1.09 0.49
N 0.77 0.89 -0.42
N -0.48 0.70 -0.86
C -1.50 1.61 -0.81
O -2.58 1.35 -1.31
C -1.22 2.88 -0.12
C -0.13 3.39 0.54
C -0.50 4.67 0.98
C -1.79 4.86 0.55
O -2.22 3.79 -0.11
O -1.22 -1.92 0.51
H -1.77 -2.48 3.12
H -1.28 -3.98 2.34
H -2.99 -3.69 2.70
H -4.29 -2.98 0.38
H -3.51 -1.54 -1.77
H -1.09 -0.48 -2.49
H 0.82 -2.15 -0.98
H 1.16 -1.31 -2.50
H 3.51 -2.09 -1.22
H 5.90 -1.62 -0.32
H 6.02 0.69 0.92
H 0.81 2.90 0.69
H 0.10 5.37 1.53
H -2.46 5.68 0.66
```


(7)
Here is a molecular structure, C16H26B2FeN6O2 at a distorted geometry from the Open Molecules 2025 dataset. Energies are from the ωB97M-V functional and the def2-TZVPD basis.

Calculated values
* <S²>: 6.13
* E_LUMO (alpha / beta): -0.586 / -0.123 eV
* energy relative to the best compared isomer or geometry (same formula, charge and spin): 150.7 kcal/mol
* 2S+1: 5
* HOMO-LUMO gap (alpha / beta): 4.16 / 7.11 eV

Geometry as XYZ:
```
53
C16H26B2FeN6O2 the ωB97M-V functional and the def2-TZVPD basis
H -0.19 1.53 -0.26
N -0.12 0.47 -2.14
B -0.91 -0.14 -4.51
N -0.55 0.86 -3.38
C -0.44 2.18 -3.50
Fe 1.15 -0.59 -1.49
H -0.46 2.64 -4.49
C -0.19 2.69 -2.22
H -0.07 3.74 -1.98
C -0.11 1.59 -1.35
H -0.70 0.28 -5.62
C -1.90 -0.06 2.15
H -2.62 0.73 1.88
H -1.11 -0.16 1.38
H -2.41 -1.06 2.01
N -2.45 -0.47 -4.45
N 0.13 -1.25 -4.13
N -2.97 -0.97 -3.26
N 0.53 -1.60 -2.82
C -3.49 -0.25 -5.33
C 0.94 -1.81 -5.00
H -3.31 0.12 -6.33
H 0.91 -1.49 -6.03
C -4.68 -0.61 -4.68
C 1.70 -2.78 -4.31
C -4.28 -1.05 -3.37
C 1.28 -2.74 -2.98
H -5.70 -0.58 -5.06
H 2.42 -3.42 -4.75
H -4.91 -1.38 -2.56
H 1.31 -3.49 -2.21
H -1.66 -0.17 3.20
C 2.33 2.30 3.79
C 1.61 0.98 3.45
C 2.49 0.13 2.54
O 0.44 1.33 2.69
B -0.56 0.72 3.41
O -0.32 0.43 4.72
C 1.08 0.13 4.71
C 1.19 -1.41 4.64
C 1.71 0.53 6.04
H 2.58 2.82 2.86
H 3.30 2.13 4.32
H 1.71 2.97 4.42
H 2.73 0.73 1.65
H 3.42 -0.16 3.05
H 1.92 -0.76 2.24
H 2.22 -1.77 4.71
H 0.65 -1.82 5.51
H 0.73 -1.84 3.73
H 1.68 1.62 6.20
H 1.21 0.02 6.87
H 2.74 0.20 6.02
```


(8)
Here is 2 unconnected molecules or ions with the total composition C10H16BrP at a distorted geometry from the Open Molecules 2025 dataset. Energies are from the ωB97M-V functional and the def2-TZVPD basis.

Calculated values
* E_LUMO (alpha / beta): -0.270 / 0.021 eV
* energy relative to the best compared isomer or geometry (same formula, charge and spin): 0.0 kcal/mol
* 2S+1: 1
* HOMO-LUMO gap (alpha / beta): 6.97 / 7.41 eV

Geometry as XYZ:
```
28
C10H16BrP the ωB97M-V functional and the def2-TZVPD basis
C 0.16 -1.89 0.56
C 0.07 0.11 2.06
C 1.92 -0.13 0.39
C -1.61 -0.15 0.22
C 0.23 -0.39 -1.45
C 0.15 1.60 0.05
C -0.76 -0.90 1.27
C 1.09 -1.14 -0.40
C 1.01 0.86 1.10
C -0.61 0.53 -0.65
P -2.16 2.01 -2.49
Br -0.54 2.09 -3.96
H 0.75 -2.44 1.30
H -0.44 -2.62 0.00
H -0.58 0.82 2.58
H 0.66 -0.41 2.81
H 2.54 -0.66 1.12
H 2.60 0.40 -0.29
H -2.22 -0.87 -0.34
H -2.28 0.56 0.71
H 0.88 0.14 -2.14
H -0.37 -1.11 -2.01
H -0.51 2.31 0.54
H 0.80 2.14 -0.64
H -1.44 -1.44 1.95
H 1.74 -1.85 -0.91
H 1.60 1.59 1.66
H -2.69 0.83 -3.02
```


(9)
Here is 2 unconnected molecules or ions with the total composition C2H6I2NP at a distorted geometry from the Open Molecules 2025 dataset. Energies are from the ωB97M-V functional and the def2-TZVPD basis.

Calculated values
* E_LUMO: 0.466 eV
* energy relative to the best compared isomer or geometry (same formula, charge and spin): 49.8 kcal/mol
* 2S+1: 1
* HOMO-LUMO gap: 9.66 eV
* SMILES: C/C(I)=N\P.I

Geometry as XYZ:
```
12
C2H6I2NP the ωB97M-V functional and the def2-TZVPD basis
C -0.14 -0.21 1.48
C 0.55 0.78 0.60
I 0.61 2.67 1.34
N 1.03 0.52 -0.56
P 0.69 -1.06 -1.16
H -1.10 -0.43 1.06
H -0.36 0.15 2.50
H 0.50 -1.15 1.50
H 1.95 -1.50 -1.09
H 0.93 -0.50 -2.38
I -3.02 0.40 -1.97
H -1.63 0.32 -1.33
```


(10)
Here is a molecular structure, C6H26AgO10 at a distorted geometry from the Open Molecules 2025 dataset. Energies are from the ωB97M-V functional and the def2-TZVPD basis.

Calculated values
* charge: +1
* E_LUMO: -2.667 eV
* 2S+1: 1
* HOMO-LUMO gap: 9.96 eV

Geometry as XYZ:
```
43
C6H26AgO10 the ωB97M-V functional and the def2-TZVPD basis
Ag -0.69 0.06 0.35
O 0.54 -1.15 2.16
H -0.13 -1.89 2.27
H 0.59 -0.63 2.92
O -2.41 0.61 -1.29
H -3.27 0.37 -1.07
H -2.36 0.43 -2.19
O 1.37 1.22 0.05
H 1.71 1.23 -0.86
H 1.93 0.61 0.56
O -2.55 -1.00 1.42
H -3.16 -1.68 1.13
H -3.05 -0.56 2.14
C 0.94 1.06 -3.05
C 2.09 2.13 -3.00
O 3.01 1.84 -1.97
O 0.33 1.44 -4.23
H 0.23 1.15 -2.20
H 1.39 0.04 -3.15
H 1.71 3.18 -2.91
H 2.73 2.07 -3.90
H 3.81 2.28 -2.06
H 1.00 1.35 -4.88
C -1.24 1.47 3.68
C -0.30 2.23 2.60
O -0.96 2.32 1.49
O -0.54 1.14 4.79
H -1.44 0.47 3.38
H -2.22 1.91 3.78
H 0.74 1.77 2.57
H -0.33 3.29 2.78
H -0.56 2.90 0.85
H 0.35 0.87 4.48
C 0.58 -3.61 -0.31
C -0.56 -2.70 -0.86
O 0.01 -1.58 -1.48
O -0.04 -4.64 0.40
H 1.03 -2.96 0.40
H 1.01 -4.01 -1.20
H -1.17 -2.33 0.02
H -1.11 -3.32 -1.52
H 0.63 -1.85 -2.14
H 0.35 -5.51 0.06
```


(11)
Here is a molecular structure, C6H12 at a distorted geometry from the Open Molecules 2025 dataset. Energies are from the ωB97M-V functional and the def2-TZVPD basis.

Calculated values
* E_LUMO: 1.150 eV
* energy relative to the best compared isomer or geometry (same formula, charge and spin): 86.6 kcal/mol
* 2S+1: 1
* HOMO-LUMO gap: 9.02 eV

Geometry as XYZ:
```
18
C6H12 the ωB97M-V functional and the def2-TZVPD basis
C 1.89 1.02 -0.55
C 1.24 -0.16 0.17
C 0.03 -0.71 -0.57
C -0.86 -1.63 0.18
C -1.33 -0.07 -0.52
C -1.57 0.98 0.56
H 2.17 0.73 -1.57
H 1.19 1.86 -0.63
H 2.78 1.37 -0.04
H 0.98 0.13 1.20
H 1.97 -0.98 0.27
H 0.31 -1.08 -1.55
H -0.82 -1.66 1.26
H -1.07 -2.60 -0.29
H -2.02 -1.04 -0.36
H -2.63 1.04 0.80
H -1.28 1.96 0.15
H -1.01 0.85 1.49
```


(12)
Here is a molecular structure, C8H10 at a distorted geometry from the Open Molecules 2025 dataset. Energies are from the ωB97M-V functional and the def2-TZVPD basis.

Calculated values
* E_LUMO: -0.335 eV
* energy relative to the best compared isomer or geometry (same formula, charge and spin): 223.2 kcal/mol
* 2S+1: 1
* HOMO-LUMO gap: 8.09 eV

Geometry as XYZ:
```
18
C8H10 the ωB97M-V functional and the def2-TZVPD basis
C 2.18 -1.61 -0.05
C 1.22 -0.40 0.09
C -0.05 -0.69 -0.27
C -1.18 0.29 -0.15
C -2.55 -0.24 -0.62
C -2.40 -0.03 0.84
C 1.71 1.00 0.37
C 1.59 2.23 -0.24
H 2.80 -1.80 1.06
H 3.37 -1.11 -0.55
H 1.86 -2.70 -0.24
H -0.25 -1.86 -0.28
H -1.03 1.27 -0.56
H -2.61 -1.23 -0.92
H -3.29 0.52 -1.06
H -2.18 -0.83 1.42
H -2.79 0.78 1.43
H 1.01 3.64 -0.15
```


(13)
Here is 2 unconnected molecules or ions with the total composition C8H18 at a distorted geometry from the Open Molecules 2025 dataset. Energies are from the ωB97M-V functional and the def2-TZVPD basis.

Calculated values
* E_LUMO: 1.095 eV
* energy relative to the best compared isomer or geometry (same formula, charge and spin): 32.5 kcal/mol
* 2S+1: 1
* HOMO-LUMO gap: 10.55 eV
* SMILES: C=CCC.CCCC

Geometry as XYZ:
```
26
C8H18 the ωB97M-V functional and the def2-TZVPD basis
C 1.97 0.62 2.24
C 1.71 -0.66 1.91
C 1.46 -1.18 0.53
C 2.34 -2.46 0.22
H 1.90 0.98 3.26
H 2.25 1.33 1.45
H 1.73 -1.40 2.74
H 0.40 -1.49 0.49
H 1.66 -0.43 -0.25
H 2.26 -3.25 1.00
H 2.15 -3.00 -0.75
H 3.41 -2.18 0.09
C -2.41 -0.66 -1.81
C -1.62 0.66 -1.62
C -1.80 1.28 -0.23
C -0.88 2.52 -0.03
H -2.10 -1.39 -1.02
H -2.14 -1.10 -2.82
H -3.49 -0.50 -1.79
H -1.82 1.40 -2.43
H -0.52 0.46 -1.67
H -1.56 0.52 0.53
H -2.87 1.54 -0.09
H 0.16 2.14 0.09
H -1.18 3.05 0.90
H -0.98 3.20 -0.94
```


(14)
Here is C8H9ClN2S in the gas phase from the Open Molecules 2025 dataset. Energies are from the ωB97M-V functional and the def2-TZVPD basis.

Calculated values
* E_LUMO: 0.666 eV
* energy relative to the best compared isomer or geometry (same formula, charge and spin): 0.0 kcal/mol
* 2S+1: 1
* HOMO-LUMO gap: 9.63 eV
* SMILES: [H]/N=C(\N)SCc1ccccc1Cl

Geometry as XYZ:
```
21
C8H9ClN2S the ωB97M-V functional and the def2-TZVPD basis
H 4.24 0.41 1.51
N 3.26 0.30 1.22
C 3.15 0.25 -0.05
N 4.15 0.33 -0.99
S 1.54 0.08 -0.80
C 0.51 0.10 0.69
C -0.94 -0.03 0.29
C -1.52 -1.30 0.24
C -2.85 -1.48 -0.12
C -3.63 -0.36 -0.45
C -3.07 0.90 -0.41
C -1.74 1.06 -0.05
Cl -1.09 2.67 -0.01
H 3.97 0.01 -1.92
H 5.07 0.11 -0.65
H 0.82 -0.72 1.34
H 0.68 1.02 1.22
H -0.91 -2.16 0.51
H -3.29 -2.49 -0.15
H -4.68 -0.49 -0.74
H -3.67 1.79 -0.68
```


(15)
Here is 2 unconnected molecules or ions with the total composition C3H9NO at a distorted geometry from the Open Molecules 2025 dataset. Energies are from the ωB97M-V functional and the def2-TZVPD basis.

Calculated values
* E_LUMO: 1.081 eV
* energy relative to the best compared isomer or geometry (same formula, charge and spin): 44.3 kcal/mol
* 2S+1: 1
* HOMO-LUMO gap: 9.73 eV
* SMILES: C=O.CNC

Geometry as XYZ:
```
14
C3H9NO the ωB97M-V functional and the def2-TZVPD basis
C 0.69 -2.46 1.05
O 0.22 -1.79 1.93
H 1.25 -3.39 1.27
H 0.60 -2.19 -0.02
C -1.28 0.86 0.27
N -0.36 0.41 -0.76
C 0.86 1.17 -0.90
H -0.88 0.84 1.29
H -1.65 1.88 0.09
H -2.11 0.17 0.30
H -0.89 0.32 -1.61
H 0.68 2.25 -1.07
H 1.37 0.86 -1.81
H 1.48 1.07 -0.02
```


no.,calculated total energy (eV)
1,-55410.98487
2,-18092.33645
3,-17586.25753
4,-13429.78253
5,-7349.88987
6,-37812.57534
7,-65783.54192
8,-89960.27374
9,-29149.88071
10,-31107.95360
11,-6413.18392
12,-8448.58883
13,-8586.86488
14,-34780.24636
15,-6793.13361